1.
27
Properties=species:S:1:pos:R:3 method="wB97M-V/def2-TZVPD" multiplicity=1 e_homo_ev=-9.22
C 0.63014 0.61971 0.19963
C -0.32983 -0.34494 0.94631
C 1.95515 0.76824 0.96613
C 0.02095 2.00370 -0.03757
C -0.54089 0.01954 2.41725
C -1.68747 -0.46583 0.25062
N 0.88582 0.02830 -1.12899
H 0.14957 -1.33159 0.91301
H 1.56834 0.58813 -1.63225
H -0.15146 -0.16807 -2.54401
H 1.81921 1.33895 1.88126
H 2.36639 -0.20846 1.22132
H 2.68494 1.29769 0.35209
H -0.29550 2.45443 0.89940
H -0.83343 1.93626 -0.70559
H 0.75822 2.66168 -0.49694
H -0.95257 1.02292 2.51978
H 0.38238 -0.03654 2.98901
H -1.24988 -0.67703 2.86352
H -2.23855 -1.31164 0.65961
H -2.28439 0.43077 0.40774
H -1.57076 -0.61007 -0.82032
C -0.57195 -2.71808 -2.66649
O 0.32942 -2.86857 -1.94312
O -1.50995 -2.99961 -3.28559
H 1.25998 -0.91323 -1.04433
H -0.59391 -0.51663 -3.18147


2.
9
Properties=species:S:1:pos:R:3 method="wB97M-V/def2-TZVPD" multiplicity=1 e_homo_ev=-8.86
O -0.53940 -1.35563 0.93746
C 0.65884 -0.80677 0.46144
C 0.59974 0.23112 -0.47482
P -0.62982 1.50451 -1.26523
H -0.43510 -1.87824 1.78997
H 1.52663 -1.26033 0.76448
H 1.50204 0.56169 -0.79216
H -0.88489 2.26299 -0.01465
H -1.79804 0.74066 -1.40649


3.
94
Properties=species:S:1:pos:R:3 method="wB97M-V/def2-TZVPD" s2=2.01 multiplicity=3 e_homo_ev="-10.19 / -10.93" total_charge=+1
Au -1.97386 -0.96034 0.04755
C 1.99364 2.46456 4.75135
C 0.62464 2.76766 4.12665
C 0.84224 3.21496 2.67885
C -0.05256 3.91446 4.88805
C -0.24726 1.52766 4.23075
C -0.50636 0.98006 5.49895
C -1.26526 -0.15634 5.68025
C -1.79636 -0.77804 4.56245
S -2.75056 -2.23214 4.42615
C -2.76666 -2.02644 2.69725
N -2.13716 -0.96484 2.28625
C -1.56136 -0.24304 3.28295
C -0.79106 0.90576 3.12175
C -3.38286 -2.92444 1.75665
C -4.14386 -4.02884 2.14425
C -4.68766 -4.85724 1.18105
C -4.48626 -4.59784 -0.16665
C -3.72956 -3.49734 -0.55555
C -3.18326 -2.67384 0.39725
H 2.65084 3.32376 4.64415
H 2.45994 1.61456 4.25825
H 1.90664 2.23506 5.80875
H 1.46554 4.10526 2.66435
H -0.10136 3.46146 2.19835
H 1.34664 2.44526 2.10215
H 0.56564 4.80756 4.84385
H -0.20606 3.66166 5.93245
H -1.02076 4.14286 4.44755
H -0.09366 1.46066 6.37195
H -1.43316 -0.56014 6.66665
H -0.62546 1.25206 2.11585
H -4.29526 -4.22114 3.19765
H -5.26996 -5.71244 1.47835
H -4.90896 -5.24654 -0.92015
H -3.57246 -3.29204 -1.60665
C 0.30044 -0.37054 -5.86645
C 0.19464 -1.89244 -5.87615
C 1.17114 -2.58624 -4.92605
C 0.81834 -2.46724 -3.44255
N 0.92424 -1.12864 -2.91915
C -0.09056 -0.37374 -2.46715
Se -1.86736 -0.86884 -2.54425
N 0.38014 0.79066 -1.98315
C -0.40086 1.79446 -1.30615
C -1.37446 2.53176 -2.22975
C -0.71976 3.19466 -3.44125
C 0.17744 4.37116 -3.08135
C 1.75174 0.76326 -2.06965
C 2.72814 1.67046 -1.68115
C 4.04254 1.32296 -1.91775
C 4.38344 0.11286 -2.52185
C 3.42204 -0.79614 -2.91275
C 2.09694 -0.45734 -2.67695
H -0.16236 0.03746 -6.76015
H 1.34244 -0.05574 -5.84895
H -0.21246 0.05696 -5.00705
H 0.40754 -2.24674 -6.88635
H -0.82776 -2.18674 -5.63085
H 2.17434 -2.19554 -5.10175
H 1.18084 -3.65254 -5.15885
H 1.48664 -3.10124 -2.85235
H -0.21086 -2.80334 -3.28785
H 0.29324 2.49626 -0.84545
H -0.95986 1.28916 -0.50605
H -1.88616 3.29166 -1.63605
H -2.12066 1.82286 -2.59535
H -1.51706 3.55116 -4.09545
H -0.15016 2.45096 -4.00355
H -0.37866 5.11896 -2.52075
H 0.55534 4.83916 -3.98595
H 1.03004 4.05346 -2.48785
H 2.48104 2.60836 -1.21075
H 4.82804 2.00236 -1.62845
H 5.42414 -0.11654 -2.68635
H 3.69604 -1.72664 -3.38265
C 2.69314 -2.71044 0.04945
Si 1.46084 -1.59694 0.99575
C 1.01764 -2.60764 2.58035
C 2.47314 -0.15364 1.77345
O 0.25254 -1.05604 0.14895
H 3.47214 -3.04124 0.72845
H 3.17434 -2.15824 -0.75115
H 2.22854 -3.59694 -0.37085
H 1.92544 -2.97414 3.04155
H 0.39084 -3.44634 2.30605
H 0.49364 -1.97644 3.28725
H 3.41604 -0.54444 2.13825
H 1.93804 0.28736 2.60545
H 2.68554 0.61036 1.03315
N -3.53146 0.93776 0.26715
H -3.68996 1.41626 -0.61255
H -3.26616 1.62306 0.96305
H -4.41266 0.53106 0.55855


4.
8
Properties=species:S:1:pos:R:3 method="wB97M-V/def2-TZVPD" multiplicity=1 e_homo_ev="-8.98 / -8.30"
C 1.67448 0.72838 -0.29521
C -1.17795 -0.94905 0.18346
Cl -1.44067 -1.35607 1.82836
Cl -1.35377 -2.28809 -0.99477
Br -2.08478 0.58938 -0.34665
I 0.84365 2.52383 0.25991
H 2.20369 0.26210 0.61346
H 1.33535 0.48951 -1.24855


5.
17
Properties=species:S:1:pos:R:3 method="wB97M-V/def2-TZVPD" smiles="[H]/N=C(/CC)C(=C)N" multiplicity=1 e_homo_ev=-8.34
H 1.22251 1.22132 1.71319
N 0.61745 1.46796 0.93285
C 0.09465 0.52109 0.33063
C -0.67482 0.42988 -0.88625
C -0.62316 2.00195 -1.53740
C 0.34470 -1.13771 0.71948
C 1.58133 -1.52186 1.05724
N -0.72185 -2.02119 0.65646
H -1.72483 0.21855 -0.69079
H -0.24307 -0.24003 -1.62549
H -1.00657 2.71822 -0.81712
H -1.25100 1.98169 -2.42505
H 0.39880 2.24901 -1.81025
H 2.41844 -0.84459 1.00868
H 1.79049 -2.50825 1.45068
H -1.63917 -1.62864 0.79721
H -0.58391 -2.90738 1.12595